This record from the Open Molecules 2025 dataset describes an isolated molecule of C4H5ClO. The level of theory is ωB97M-V with the def2-TZVPD basis set.

Atoms and positions in Å:
C 2.506 -0.941 -0.065
C 1.182 -0.756 0.207
C 0.540 0.605 0.125
O 1.126 1.552 -0.313
C -0.955 0.802 0.398
Cl -1.941 -0.558 -0.190
H 3.181 -0.145 -0.257
H 2.933 -1.931 -0.024
H 0.622 -1.646 0.581
H -1.302 1.695 -0.046
H -1.077 0.830 1.497

Values from the calculation:
**Calculated total energy**: -690.811280 Eh
**Spin multiplicity**: 1
**ΔE to the lowest compared entry with this formula, charge and spin**: 0.267 eV
**Highest occupied orbital energy**: -10.022 eV
**SMILES**: C=CC(=O)CCl
**Orbital gap**: 0.3675 hartree

Want to see where the charge sits? The Löwdin charges in e are:
1 C 0.06
2 C -0.10
3 C -0.48
4 O 0.09
5 C -0.50
6 Cl 0.57
7 H 0.06
8 H 0.06
9 H 0.10
10 H 0.06
11 H 0.09

=====

This record from the Open Molecules 2025 dataset describes an isolated molecule of CH4FNP2. The level of theory is ωB97M-V with the def2-TZVPD basis set.

Atoms and positions in Å:
H -1.308 0.628 1.722
N -2.012 0.353 1.000
C -1.498 0.029 -0.095
F -2.127 -0.704 -0.939
P 0.513 0.364 -1.027
P 1.616 -0.600 0.527
H 0.391 1.606 -0.601
H 1.833 -1.687 -0.312
H 2.591 0.010 -0.275

Values from the calculation:
**Calculated total energy**: -877.735187 Eh
**Spin multiplicity**: 1
**ΔE to the lowest compared entry with this formula, charge and spin**: 2.611 eV
**Highest occupied orbital energy**: -9.194 eV
**SMILES**: [H]/N=C(/F)[PH]#[PH2]
**Orbital gap**: 0.3539 hartree

Want to see where the charge sits? The Löwdin charges in e are:
1 H 0.06
2 N 0.10
3 C -0.62
4 F 0.03
5 P 0.55
6 P 0.43
7 H -0.19
8 H -0.17
9 H -0.18

=====

This record from the Open Molecules 2025 dataset describes a 11-piece molecular cluster, C44H80O26S7 overall. The level of theory is ωB97M-V with the def2-TZVPD basis set.

Atoms and positions in Å:
C -4.376 -2.385 2.872
C -4.635 -2.015 1.421
C -5.671 -0.983 1.214
O -5.300 -0.401 -0.070
C -3.947 -0.637 -0.223
O -3.298 -0.033 -1.043
O -3.450 -1.456 0.715
H -4.015 -1.477 3.270
H -3.660 -3.167 3.032
H -5.349 -2.729 3.185
H -4.948 -2.971 0.947
H -5.697 -0.223 1.942
H -6.617 -1.434 1.130
C -4.167 -2.351 -3.781
C -4.356 -0.919 -4.213
C -4.300 -0.687 -5.768
O -5.640 -0.823 -6.246
C -6.487 -0.682 -5.156
O -7.651 -0.645 -5.259
O -5.783 -0.624 -4.029
H -3.093 -2.557 -3.816
H -4.699 -3.044 -4.422
H -4.457 -2.434 -2.739
H -3.765 -0.300 -3.543
H -3.663 -1.436 -6.328
H -3.982 0.350 -6.058
C -2.943 3.732 -1.175
C -2.945 4.038 0.361
C -3.554 2.933 1.210
O -2.354 2.124 1.437
C -1.222 2.844 1.291
O -0.107 2.479 1.429
O -1.573 4.086 0.789
H -2.162 4.420 -1.634
H -3.849 4.069 -1.677
H -2.856 2.681 -1.407
H -3.374 5.004 0.465
H -4.262 2.260 0.699
H -3.801 3.211 2.242
C -3.373 -7.427 -2.120
C -2.753 -6.277 -1.414
C -3.468 -4.999 -1.562
O -4.238 -4.917 -0.371
C -3.557 -5.670 0.574
O -3.829 -5.558 1.746
O -2.753 -6.529 0.022
H -2.789 -8.399 -1.939
H -3.275 -7.369 -3.202
H -4.447 -7.553 -1.879
H -1.716 -6.143 -1.634
H -4.078 -4.904 -2.463
H -2.636 -4.240 -1.640
O -3.883 0.990 3.952
S -2.650 1.563 4.501
O -2.470 2.956 4.477
C -2.529 1.063 6.173
C -1.488 -0.041 6.357
C -1.300 -0.654 4.914
C -1.390 0.551 3.976
H -3.466 0.771 6.621
H -2.265 1.970 6.645
H -0.580 0.344 6.779
H -1.832 -0.872 7.001
H -2.123 -1.393 4.703
H -0.301 -1.157 4.763
H -1.489 0.388 2.897
H -0.459 1.070 4.148
O 2.934 5.463 2.448
S 2.218 5.847 3.655
O 2.582 7.009 4.371
C 0.459 5.866 3.200
C -0.349 5.124 4.229
C 0.614 3.985 4.695
C 2.011 4.594 4.891
H 0.406 5.235 2.319
H 0.080 6.829 2.935
H -0.685 5.793 5.092
H -1.207 4.596 3.776
H 0.624 3.230 3.935
H 0.242 3.513 5.614
H 2.741 3.825 4.941
H 2.016 5.196 5.817
O 1.811 4.027 -3.378
S 2.782 2.973 -3.140
O 2.608 2.103 -1.975
C 2.979 2.094 -4.679
C 4.466 2.159 -5.104
C 5.002 3.508 -4.467
C 4.456 3.552 -3.058
H 2.259 2.631 -5.365
H 2.534 1.070 -4.589
H 4.975 1.343 -4.625
H 4.440 2.065 -6.226
H 4.570 4.274 -5.141
H 6.064 3.620 -4.521
H 4.551 4.496 -2.590
H 4.869 2.705 -2.590
O 2.535 1.106 3.223
S 3.141 1.072 1.926
O 3.025 -0.151 1.098
C 2.694 2.621 1.026
C 4.075 3.224 0.637
C 4.932 3.004 1.915
C 4.901 1.472 2.092
H 2.138 3.094 1.774
H 2.083 2.351 0.153
H 4.562 2.650 -0.138
H 4.111 4.297 0.345
H 4.498 3.604 2.726
H 5.982 3.281 1.817
H 5.143 1.094 3.064
H 5.464 1.055 1.263
O 6.367 1.503 -1.288
S 6.426 0.090 -1.304
O 7.187 -0.588 -0.344
C 4.806 -0.532 -1.379
C 4.600 -0.927 -2.889
C 5.992 -1.385 -3.441
C 7.026 -0.465 -2.911
H 4.040 0.203 -1.159
H 4.654 -1.347 -0.723
H 3.815 -1.689 -2.873
H 4.291 0.025 -3.427
H 6.023 -1.301 -4.540
H 6.209 -2.380 -3.086
H 7.101 0.434 -3.495
H 8.041 -0.828 -2.790
O 0.403 -4.879 -1.224
S 0.170 -4.548 0.154
O -1.131 -3.795 0.425
C 0.287 -5.983 1.173
C 0.823 -5.556 2.575
C 1.404 -4.109 2.457
C 1.551 -3.778 0.966
H 1.049 -6.636 0.751
H -0.716 -6.514 1.210
H 0.004 -5.549 3.234
H 1.547 -6.295 2.959
H 2.363 -4.047 2.904
H 0.673 -3.398 2.850
H 2.451 -4.306 0.600
H 1.648 -2.728 0.863
O -1.371 -0.944 -4.487
S -0.262 -0.704 -3.619
O 1.089 -0.758 -4.170
C -0.391 0.802 -2.692
C 0.020 0.515 -1.256
C 0.351 -1.020 -1.151
C -0.436 -1.760 -2.147
H -1.413 1.087 -2.611
H 0.161 1.621 -3.222
H 0.912 1.074 -0.994
H -0.798 0.674 -0.558
H 0.055 -1.410 -0.133
H 1.411 -1.192 -1.330
H -1.510 -1.811 -1.871
H -0.113 -2.740 -2.484

Values from the calculation:
**Calculated total energy**: -6468.051603 Eh
**Spin multiplicity**: 1
**ΔE to the lowest compared entry with this formula, charge and spin**: 1.450 eV
**Highest occupied orbital energy**: -9.853 eV
**SMILES**: C[C@H]1COC(=O)O1.C[C@H]1COC(=O)O1.C[C@H]1COC(=O)O1.C[C@H]1COC(=O)O1.O=S1(=O)CCCC1.O=S1(=O)CCCC1.O=S1(=O)CCCC1.O=S1(=O)CCCC1.O=S1(=O)CCCC1.O=S1(=O)CCCC1.O=S1(=O)CCCC1
**Orbital gap**: 0.3666 hartree

Results of the Löwdin charge analysis, in e, for atoms 1 through 99:
1 C 0.01
2 C -0.29
3 C -0.08
4 O 0.06
5 C -0.54
6 O 0.11
7 O 0.11
8 H 0.04
9 H 0.08
10 H 0.10
11 H 0.15
12 H 0.12
13 H 0.13
14 C -0.04
15 C -0.26
16 C -0.10
17 O 0.03
18 C -0.59
19 O 0.18
20 O 0.07
21 H 0.07
22 H 0.10
23 H 0.08
24 H 0.12
25 H 0.15
26 H 0.14
27 C 0.00
28 C -0.28
29 C -0.03
30 O 0.00
31 C -0.54
32 O 0.16
33 O 0.06
34 H 0.11
35 H 0.08
36 H 0.06
37 H 0.14
38 H 0.14
39 H 0.12
40 C -0.02
41 C -0.33
42 C -0.13
43 O 0.06
44 C -0.58
45 O 0.14
46 O 0.09
47 H 0.12
48 H 0.09
49 H 0.11
50 H 0.13
51 H 0.14
52 H 0.13
53 O -0.32
54 S 0.64
55 O -0.28
56 C -0.23
57 C -0.17
58 C -0.17
59 C -0.27
60 H 0.11
61 H 0.08
62 H 0.10
63 H 0.12
64 H 0.11
65 H 0.13
66 H 0.11
67 H 0.10
68 O -0.32
69 S 0.68
70 O -0.31
71 C -0.22
72 C -0.21
73 C -0.21
74 C -0.21
75 H 0.09
76 H 0.10
77 H 0.14
78 H 0.08
79 H 0.08
80 H 0.12
81 H 0.09
82 H 0.11
83 O -0.32
84 S 0.69
85 O -0.34
86 C -0.24
87 C -0.17
88 C -0.18
89 C -0.22
90 H 0.13
91 H 0.09
92 H 0.06
93 H 0.13
94 H 0.12
95 H 0.10
96 H 0.11
97 H 0.05
98 O -0.33
99 S 0.71

=====

This record from the Open Molecules 2025 dataset describes an isolated molecule of C4H8O3. The level of theory is ωB97M-V with the def2-TZVPD basis set.

Atoms and positions in Å:
C 1.576 -0.703 1.066
C 0.962 0.546 0.520
O 1.374 1.655 0.735
C -0.474 0.084 -0.329
C -1.344 1.253 -0.560
O 0.004 -0.287 -1.578
O -1.009 -0.964 0.388
H 2.562 -0.459 1.378
H 0.918 -1.105 1.855
H 1.436 -1.527 0.320
H -0.915 2.143 -0.424
H -1.794 1.087 -1.586
H -2.294 1.138 -0.011
H 0.353 -1.135 -1.546
H -1.354 -1.726 -0.228

Values from the calculation:
**Calculated total energy**: -382.882890 Eh
**Spin multiplicity**: 1
**ΔE to the lowest compared entry with this formula, charge and spin**: 2.229 eV
**Highest occupied orbital energy**: -8.962 eV
**SMILES**: CC(=O)C(C)(O)O
**Orbital gap**: 0.3435 hartree

Want to see where the charge sits? The Löwdin charges in e are:
1 C -0.02
2 C -0.31
3 O 0.10
4 C -0.61
5 C 0.01
6 O 0.05
7 O 0.00
8 H 0.08
9 H 0.10
10 H 0.09
11 H 0.04
12 H 0.12
13 H 0.10
14 H 0.06
15 H 0.18

=====

This record from the Open Molecules 2025 dataset describes a 2-piece molecular cluster, C4H5NO2 overall. The level of theory is ωB97M-V with the def2-TZVPD basis set.

Atoms and positions in Å:
C -0.348 -2.243 -0.307
C 0.294 -1.274 0.363
C 1.208 -0.446 -0.316
C -0.367 2.197 -0.115
N -0.598 1.021 0.626
O 2.038 0.114 -0.866
O 0.103 2.047 1.215
H -1.029 -2.784 0.293
H -0.612 -2.315 -1.334
H 0.372 -1.449 1.467
H 0.286 2.335 -0.958
H -1.349 2.798 -0.069

Values from the calculation:
**Calculated total energy**: -360.401865 Eh
**Spin multiplicity**: 1
**ΔE to the lowest compared entry with this formula, charge and spin**: 7.281 eV
**Highest occupied orbital energy (alpha / beta)**: -6.635 / -8.655 eV
**Orbital gap (alpha / beta)**: 0.2516 / 0.3365 hartree

Want to see where the charge sits? The Löwdin charges in e are:
1 C -0.02
2 C -0.21
3 C -0.14
4 C -0.23
5 N 0.01
6 O 0.21
7 O -0.08
8 H 0.04
9 H 0.05
10 H 0.15
11 H 0.10
12 H 0.13

=====

This record from the Open Molecules 2025 dataset describes a 21-piece molecular cluster, C2H44O22 overall. The level of theory is ωB97M-V with the def2-TZVPD basis set.

Atoms and positions in Å:
O -0.771 -0.476 1.479
C -0.129 -0.611 0.228
C 0.089 0.633 -0.504
O 0.380 0.510 -1.902
H -0.885 -1.128 -0.398
H 0.801 -1.160 0.612
H 0.833 1.265 -0.040
H -0.807 1.223 -0.293
O 1.202 0.544 2.974
H 1.250 0.028 3.772
H 0.433 0.306 2.412
O -3.304 -0.675 0.124
H -2.381 -0.553 0.368
H -3.178 -1.359 -0.544
O -0.017 3.253 -2.086
H -0.587 3.159 -2.844
H 0.076 2.409 -1.628
O -2.283 0.702 -2.567
H -1.344 0.633 -2.310
H -2.464 1.341 -1.860
O -3.491 -3.070 1.762
H -2.761 -2.793 1.230
H -3.219 -3.135 2.665
O 0.351 -3.782 -0.717
H -0.304 -3.546 -0.092
H 0.619 -2.952 -1.126
O 2.822 4.180 0.245
H 2.427 4.886 0.712
H 2.731 3.366 0.814
O 2.308 -1.592 -1.415
H 2.906 -1.561 -0.688
H 1.687 -0.873 -1.222
O 3.310 1.658 0.958
H 2.728 0.922 1.148
H 3.798 1.838 1.714
O -3.124 2.917 -1.332
H -2.849 3.369 -2.128
H -2.347 2.989 -0.779
O -0.146 -1.888 -3.075
H -0.767 -1.395 -3.701
H 0.126 -1.064 -2.545
O 3.246 -0.925 2.223
H 2.351 -0.642 2.483
H 3.804 -0.836 3.016
O 2.728 1.549 -1.836
H 1.748 1.242 -1.869
H 2.933 1.543 -0.938
O -0.166 3.576 0.710
H 0.403 3.826 1.428
H 0.312 3.750 -0.074
O -1.579 -0.657 4.013
H -1.385 -0.704 3.093
H -2.455 -0.279 3.912
O -2.346 -2.816 -1.289
H -2.626 -3.666 -1.571
H -1.543 -2.627 -1.805
O -0.595 -3.166 1.981
H -0.737 -2.233 1.677
H 0.031 -3.066 2.705
O 0.094 1.145 -4.632
H 0.203 0.313 -5.057
H 0.458 0.869 -3.761
O 2.260 -3.662 1.347
H 1.600 -3.791 0.637
H 2.302 -2.723 1.381
O -1.838 1.893 1.788
H -1.365 2.573 1.349
H -1.557 0.998 1.668

Values from the calculation:
**Calculated total energy**: -1757.896099 Eh
**Total charge**: -2
**Spin multiplicity**: 1
**ΔE to the lowest compared entry with this formula, charge and spin**: 2.270 eV
**Highest occupied orbital energy**: -3.473 eV
**Orbital gap**: 0.2829 hartree

Want to see where the charge sits? The Löwdin charges in e are:
1 O -0.39
2 C -0.31
3 C -0.32
4 O -0.38
5 H 0.10
6 H 0.13
7 H 0.10
8 H 0.09
9 O -0.06
10 H 0.04
11 H 0.01
12 O -0.06
13 H -0.02
14 H -0.01
15 O -0.04
16 H 0.03
17 H -0.01
18 O -0.09
19 H -0.03
20 H -0.02
21 O -0.06
22 H -0.03
23 H 0.01
24 O -0.05
25 H -0.02
26 H 0.00
27 O -0.06
28 H -0.01
29 H 0.02
30 O -0.03
31 H 0.02
32 H -0.01
33 O -0.03
34 H 0.02
35 H 0.03
36 O -0.03
37 H 0.04
38 H 0.02
39 O -0.12
40 H 0.07
41 H 0.01
42 O -0.07
43 H -0.02
44 H 0.06
45 O -0.09
46 H -0.01
47 H -0.08
48 O -0.02
49 H 0.05
50 H 0.00
51 O -0.06
52 H -0.05
53 H 0.04
54 O -0.04
55 H 0.04
56 H 0.02
57 O -0.07
58 H 0.00
59 H 0.04
60 O -0.06
61 H 0.00
62 H 0.02
63 O -0.08
64 H -0.01
65 H -0.05
66 O -0.06
67 H -0.06
68 H -0.05